C51H106N5O9 | ωB97M-V/def2-TZVPD

Geometry as XYZ:
```
171
Properties=species:S:1:pos:R:3
H -2.878 4.759 -1.837
H -0.912 0.896 -3.659
C 1.405 -5.053 -6.998
H 4.864 3.962 -1.915
H -6.090 -5.102 0.415
N -4.016 -2.513 1.206
C 3.436 4.655 1.148
H -4.416 -4.875 -0.136
O -0.751 -2.542 -4.449
C -0.057 0.598 -4.260
H -0.608 -1.847 4.711
C -3.697 6.473 2.256
H -4.855 4.214 2.287
H 6.740 0.754 -1.347
O 1.764 0.739 6.575
N 1.296 -0.112 5.550
H 2.987 -4.827 -5.545
C -2.239 -4.550 -5.935
C -5.124 -4.650 0.662
H 0.877 0.757 0.276
H -4.539 6.456 1.555
H 2.564 5.187 0.756
H -1.662 -1.300 2.104
H -2.815 -1.915 -0.140
H 1.982 1.216 -3.854
H 0.925 -1.898 0.262
C -4.626 -2.209 3.598
H -2.247 -5.354 -5.199
H -3.927 3.178 -0.285
H -4.174 6.439 3.235
H -1.899 5.518 3.973
C 1.072 1.658 -4.256
C 1.608 -3.718 -3.391
C 0.660 -1.281 -0.642
C 1.402 -0.742 3.182
H 1.575 -5.804 -5.036
H -0.240 -2.441 7.406
H -1.162 4.718 -1.952
H -6.530 -1.728 1.896
H -2.065 3.221 -2.093
H 3.532 0.287 0.361
H 5.419 0.853 2.157
H 3.057 -1.574 6.981
C -2.009 4.161 -1.542
C 1.090 -1.475 6.034
H 2.092 -3.057 7.115
H 2.144 1.760 2.865
C -3.780 4.000 2.348
H 3.056 -2.450 -5.335
C 0.749 2.992 -3.664
H -2.529 2.291 2.291
H -4.232 -2.472 4.583
C 0.397 -2.232 4.915
H -1.445 -2.071 -6.886
H -2.799 -3.723 -5.485
C 0.113 0.047 -0.087
H 1.649 -1.535 -4.872
H -6.635 -2.872 4.019
H 0.030 -2.591 -7.626
H -5.597 -1.413 -0.480
H 6.600 3.614 0.648
C 2.810 2.889 -0.476
H 0.272 -3.291 5.163
H -4.207 1.974 1.691
N -2.471 5.153 0.626
C 5.945 0.644 1.223
C -5.259 -3.128 0.807
H 3.933 5.335 -1.291
H 2.126 3.600 -0.937
H 3.661 1.950 -2.195
H -0.684 -0.736 6.999
H -1.500 -3.254 -8.210
H 4.148 5.474 1.288
H 2.628 0.381 6.832
H 1.219 -4.629 -2.932
H 5.837 -0.423 1.034
C -6.300 -2.801 1.874
H -5.119 -2.883 -1.314
H 0.457 -0.343 2.803
C -2.636 -1.093 2.549
C -5.734 -2.495 -0.493
H -2.272 6.958 0.040
C -1.664 5.155 2.970
H -0.624 2.921 1.331
H -2.653 1.922 -0.196
H 1.679 -4.179 -7.599
H 2.252 2.505 0.395
C -2.621 -3.540 2.992
H 2.112 -0.707 2.352
C 5.322 1.496 0.120
C 1.989 0.145 4.290
H 0.635 -1.075 8.124
H 1.631 -1.036 -1.169
H 1.757 -2.181 -6.500
N 4.886 2.751 0.762
O -2.984 -2.769 0.276
C -3.506 -2.349 2.572
H 2.261 1.169 -1.574
H 3.898 -0.060 5.397
H 1.894 -5.901 -7.487
H -3.252 -4.424 3.132
C 3.192 1.637 -1.247
C -3.370 2.673 1.711
C 1.767 1.588 3.875
C 3.515 -0.129 4.372
O 0.615 0.912 -7.588
H -0.907 5.855 2.599
H 0.155 4.277 0.546
O -0.411 0.458 -5.636
H 1.514 3.717 -3.960
H 6.974 0.918 1.466
C 1.900 -4.899 -5.559
O -1.654 6.263 0.284
H -1.919 -3.826 2.209
H 3.821 -1.083 3.948
H -0.532 -0.106 0.782
C -0.105 -5.245 -6.930
O -0.169 -1.975 -1.443
C -5.835 -3.076 3.299
O 1.315 1.849 -5.670
H 7.229 2.257 -0.612
C -3.019 2.855 0.236
N -0.163 -3.684 -5.042
C -0.604 3.506 0.406
H 3.229 4.138 2.081
H 0.713 3.043 -2.577
H -3.740 3.857 3.440
H -0.187 3.358 -4.092
H -0.520 -5.450 -7.920
O 5.970 3.428 1.360
H -2.808 -4.842 -6.820
C 0.123 -1.429 7.228
H -1.220 4.163 3.004
C 3.980 3.679 0.102
H -4.758 -5.097 1.585
H -0.568 -1.860 -5.114
C 0.525 1.041 -6.410
H -6.764 -2.722 -0.775
H -0.209 2.788 -0.318
H 4.478 -0.042 -1.103
C 1.117 -2.176 3.573
C 2.368 -2.236 6.453
C 1.972 -2.404 -5.453
C 4.616 4.529 -1.018
H 5.550 5.002 -0.697
H 2.675 -3.639 -3.172
C -0.829 -4.071 -6.268
H 0.336 -0.336 -3.858
H 0.477 -2.651 2.824
H -4.929 -1.158 3.674
C 4.114 0.746 -0.443
C -0.956 -2.947 -7.320
H 2.875 -2.656 5.587
H 0.707 1.838 3.947
H -3.112 7.371 2.070
H -7.235 -3.333 1.681
H 5.993 2.259 -1.856
H -0.379 0.606 -0.896
H 1.081 -2.902 -2.870
H -3.106 -0.314 1.942
H -0.235 -6.187 -6.382
H -5.622 -4.135 3.490
C 1.281 -3.669 -4.888
H -2.100 -3.297 3.917
H 4.075 0.676 3.888
H 2.310 2.271 4.534
C 6.356 1.711 -0.989
C -1.991 3.961 -0.048
H -2.481 -0.644 3.537
C -2.885 5.204 2.031
H 2.006 -2.820 3.561
```

## Properties
Multiplicity = 1
Charge = -1
Kohn-Sham gap = 5.46 eV